No. 1
Formula: C5H8O
Source: the Open Molecules 2025 dataset
Level of theory: ωB97M-V with the def2-TZVPD basis set

XYZ file:
```
14
Properties=species:S:1:pos:R:3:forces:R:3
H -0.51043 -0.85204 1.19778 -0.995 -0.357 -0.410
C 0.70325 -0.22025 -0.15507 -2.028 0.738 0.016
O -1.65254 0.51713 0.22700 -2.763 3.128 -0.901
H 3.91744 0.08983 0.91604 -0.887 0.454 0.800
C 3.33820 0.27010 0.01823 1.456 -2.815 -2.850
H 3.49586 1.24646 -0.42129 -0.438 0.449 0.511
H -3.51572 -0.02934 0.82764 -0.372 -0.112 -1.354
H -2.75263 -0.97413 -0.87880 -1.650 2.901 2.450
C -0.73870 -0.44818 0.17765 4.072 0.133 3.338
C 1.89006 -0.21032 -0.09802 3.802 1.576 0.345
H -1.04308 -1.13888 -0.45899 -1.347 -3.827 -2.578
C -3.02106 0.11471 -0.16165 2.114 -1.820 -3.045
H -3.53771 0.81929 -1.00822 1.372 -1.289 2.679
H 4.13613 -0.33469 -0.67700 -2.336 0.843 0.999
```
Forces are in eV/Å.

Values from the calculation:
structure (SMILES) = CC#CCOC
relative energy (zero: lowest compared OMol25 entry of this formula, charge and spin) = 120.1 kcal per mole
E = -270.36654 hartree
orbital gap = 10.178 eV
molar mass = 84.12 Da

=====

No. 2
Formula: C31H32BF5O2
Source: the Open Molecules 2025 dataset
Level of theory: ωB97M-V with the def2-TZVPD basis set

XYZ file:
```
71
Properties=species:S:1:pos:R:3:forces:R:3
H 2.08584 -0.35693 -3.17319 0.058 -0.354 0.096
F 4.98232 4.63189 -3.24106 -0.129 -0.905 -0.071
H -4.19839 -1.37785 0.40737 -0.071 -0.068 0.097
O -2.02365 -1.60977 2.00743 0.044 1.628 -0.872
C 1.64299 -3.30385 0.83311 0.067 -0.348 -0.382
H -4.43107 -1.03403 2.89925 0.027 -0.143 -0.076
H -2.68711 -2.63370 5.51050 0.202 -0.156 -0.043
H -0.48430 -3.11744 0.96438 -0.256 -0.091 -0.105
C 5.95582 2.46619 -3.29884 0.153 0.489 0.048
C 0.91132 1.38675 -3.23188 0.197 0.201 -0.124
C -1.08635 -1.56287 4.38141 0.136 0.154 -0.409
H -0.86692 3.42149 -3.16293 0.209 0.189 0.152
H -2.44665 -3.22374 3.80357 0.258 0.095 0.198
H -3.97053 0.33361 0.05174 -0.105 0.215 -0.018
C 3.58039 2.72213 -3.27508 -0.178 0.603 0.015
H -2.64371 -0.47919 -3.24006 -0.030 -0.228 0.115
H 6.68144 0.46259 -3.32918 0.078 -0.043 -0.019
H -0.18729 -2.84604 5.97297 -0.154 -0.119 -0.151
C 4.83688 3.28490 -3.27930 -0.199 -0.099 0.059
H 0.00519 1.38614 0.43815 0.105 0.131 0.173
C -1.63814 0.72596 1.68458 0.005 -0.232 0.543
C -3.77020 -0.17496 2.80182 -0.003 0.160 -0.099
C -2.74650 -0.41665 1.69104 0.387 -0.214 0.128
C 4.14243 -3.43087 0.74979 -2.487 1.144 1.625
C 1.71495 -1.30733 2.72932 0.518 -0.109 -0.093
C -2.73856 0.59274 -3.20949 0.483 -0.232 -0.063
H -2.92505 2.40885 1.17142 -0.157 0.023 -0.159
O -0.75539 0.36188 2.74651 -1.350 0.033 -0.915
H -5.06328 3.02858 -3.28270 -0.251 0.099 0.013
H -4.86047 0.56691 -3.33969 -0.103 -0.024 0.060
C 0.50938 -1.77241 2.26168 -1.307 0.515 0.230
F 4.16153 -4.74957 1.03506 0.936 0.120 -0.667
H -3.26457 -0.03407 3.75417 0.082 -0.001 0.046
C 0.47002 -2.76873 1.31787 0.423 -0.434 -0.348
C 4.55502 0.52872 -3.31320 -0.486 -0.295 0.018
H 0.08670 -3.46423 4.28198 -0.196 0.114 0.067
C -0.84368 0.70807 0.37706 -0.054 0.014 -0.169
H 0.90659 2.45384 -3.35941 0.049 0.221 0.097
H -2.75808 -0.85178 -0.44171 0.154 -0.065 -0.046
H -1.14013 -0.70676 5.05697 0.000 -0.256 0.142
C -1.57241 1.37448 -3.15704 -0.582 0.106 -0.116
C 2.85623 -2.84028 1.29830 0.658 -0.130 -0.212
C 3.40216 1.32996 -3.27911 0.694 0.144 -0.095
H 2.73740 3.38523 -3.25321 -0.237 0.230 0.050
H -0.45823 -0.29017 0.18250 0.025 -0.188 0.021
F -3.08992 4.70731 -3.16281 0.108 -0.925 -0.110
B -0.85368 -1.13369 2.81669 0.147 -0.605 1.241
C 2.11476 0.71824 -3.22670 -0.252 0.228 0.057
H -1.40411 2.86446 1.93487 0.163 0.018 -0.053
H 1.62687 -4.07927 0.08626 -0.016 -0.283 -0.207
H 6.93205 2.91859 -3.27667 0.211 0.081 -0.029
C 2.89016 -1.84252 2.25038 0.438 0.250 0.194
C -4.09740 2.55738 -3.24835 -0.227 0.486 -0.047
F 5.19768 -2.81525 1.32302 0.412 -0.759 -0.784
C -3.97806 1.18221 -3.27103 -0.094 -0.141 -0.013
H -1.46122 1.01377 -0.46461 -0.160 0.118 -0.169
C -2.00341 -2.72331 4.66599 -0.269 0.122 0.229
H -4.38023 0.70322 2.59969 -0.156 0.123 -0.025
C 5.80699 1.09330 -3.32295 0.178 -0.066 0.013
C -0.52750 -2.84562 4.93712 0.126 0.018 0.335
F 4.16323 -3.24084 -0.58605 0.948 -0.529 -0.207
C -0.29729 0.73603 -3.12932 -0.079 0.276 -0.027
C -2.96729 3.35783 -3.19899 0.304 -0.120 0.211
C -2.20530 2.12737 1.93801 0.208 -0.261 0.070
H 4.44855 -0.54276 -3.32774 -0.015 -0.224 0.060
C -1.72196 2.77178 -3.16229 0.187 0.601 -0.131
H -0.28009 -0.33493 -3.03836 -0.094 -0.417 0.074
H -2.69089 2.18735 2.90946 0.008 -0.079 0.015
H 1.72987 -0.52058 3.46296 0.024 0.200 0.208
C -3.45871 -0.58132 0.34475 0.123 -0.104 0.234
H 3.84297 -1.48642 2.60383 0.163 0.096 0.120
```
Forces are in eV/Å.

Values from the calculation:
relative energy (zero: lowest compared OMol25 entry of this formula, charge and spin) = 66.2 kcal per mole
E = -1875.07357 hartree
orbital gap = 2.493 eV
molar mass = 542.40 Da

=====

No. 3
Formula: C18H19BN6Ni
Source: the Open Molecules 2025 dataset
Level of theory: ωB97M-V with the def2-TZVPD basis set

XYZ file:
```
45
Properties=species:S:1:pos:R:3:forces:R:3
H -1.42875 0.53606 0.31575 0.080 -0.004 0.442
H 1.03055 3.36109 0.73292 0.261 -0.107 -0.355
H 0.97598 -2.38299 -0.15999 -0.118 0.013 -0.094
C -0.05035 -2.52749 -2.18167 0.024 -0.017 -0.200
C 3.10353 -3.83648 3.18625 -0.059 -0.031 0.129
H 4.30108 0.01166 1.21313 -0.029 0.211 0.138
C 0.55878 3.91076 -1.40247 -0.357 0.381 -0.607
C 0.38101 -1.98042 -0.96677 -1.309 1.595 -0.777
H -1.77226 1.08350 -3.41714 -0.193 0.134 0.100
C 0.65901 -2.50239 3.41561 0.451 -0.182 -0.302
H 3.59601 1.19986 0.11563 0.173 0.178 -0.019
C 3.50979 0.76956 1.11229 0.595 -0.042 -0.047
H 3.66686 1.56811 1.84374 0.156 -0.061 -0.061
C -3.93984 1.28012 -1.40576 0.300 -0.119 0.279
H 4.05094 -4.36494 3.08734 -0.116 0.184 0.063
H -3.60586 0.76005 1.83063 0.396 0.076 -0.439
N -0.07873 -0.69764 -0.88149 -0.072 -2.062 -1.682
C 1.66633 -1.93911 2.60173 0.571 -0.784 0.920
H 0.92763 4.91240 -1.55777 -0.077 -0.052 0.078
C 1.48484 -0.75501 1.80720 -0.608 1.077 -0.206
C 2.92789 -2.60354 2.56769 -0.517 -0.053 -0.137
C 0.86322 -3.72927 4.04969 0.100 0.042 0.111
H -5.58623 1.47542 0.05266 0.247 -0.165 0.083
C 2.07527 -4.41431 3.93506 -0.151 0.351 -0.275
N -0.39280 1.93973 -1.78660 0.428 0.195 0.966
H -0.46143 3.33154 -3.33813 0.001 0.194 0.052
C 0.68078 3.12595 -0.26627 -0.644 -1.432 -0.398
H 3.76482 -2.15275 2.02645 -0.404 -0.144 0.065
N -2.38538 0.80509 0.04325 -2.031 0.040 -0.383
C -0.75641 -1.51869 -2.83655 0.148 -0.250 0.110
C -4.54466 1.26318 -0.14829 0.369 -0.199 0.044
C -3.52846 0.92229 0.75667 0.020 0.283 -0.964
C 2.16326 0.20213 1.26908 1.595 -0.749 0.669
N -0.78107 -0.43582 -2.04759 0.798 -0.788 0.888
C -0.15103 3.14605 -2.32288 0.584 0.187 0.418
H -0.27875 -1.96626 3.54306 0.086 -0.132 -0.185
H -4.38315 1.40734 -2.38240 0.154 0.195 0.087
H 0.06454 -4.17113 4.64451 0.123 0.166 -0.082
B -1.45146 0.93419 -2.27645 1.597 -0.586 0.550
H 0.13265 -3.52979 -2.53456 0.024 0.101 -0.073
H -1.20757 -1.46010 -3.82829 0.100 -0.239 0.457
N -2.63183 1.01682 -1.28089 -0.979 -0.059 1.246
H 2.21595 -5.37757 4.41900 -0.039 0.161 -0.095
N 0.17030 1.86830 -0.50291 -1.566 5.893 -2.771
Ni 0.57586 0.52658 0.46721 -0.113 -3.403 2.257
```
Forces are in eV/Å.

Values from the calculation:
spin multiplicity = 3
relative energy (zero: lowest compared OMol25 entry of this formula, charge and spin) = 60.3 kcal per mole
E = -2558.89262 hartree
orbital gap (spin up / spin down) = 4.622 / 7.681 eV
<S²> = 2.01
molar mass = 388.90 Da

=====

No. 4
Formula: C29H35F5GeN5O5SSn
Source: the Open Molecules 2025 dataset
Level of theory: ωB97M-V with the def2-TZVPD basis set

XYZ file:
```
82
Properties=species:S:1:pos:R:3:forces:R:3
C -1.85309 -3.08255 -5.48742 0.073 -0.074 -0.054
F -3.42356 6.11326 -6.58441 0.055 -0.085 0.108
H -2.96492 -0.54988 3.54699 0.009 0.005 0.008
O -0.85426 -0.98683 1.93247 0.214 -0.138 -0.047
C 3.11321 0.47907 3.70307 0.037 0.010 0.016
H 4.77350 -0.25850 1.64814 -0.002 0.017 0.017
C -2.95396 5.34752 -5.58841 -0.007 0.050 -0.076
H 0.72140 4.58628 2.27991 -0.009 0.000 -0.009
N -1.28967 -3.57349 -6.37076 -0.010 0.015 -0.013
H 1.39877 2.99984 2.69826 0.012 -0.028 0.016
C -2.11588 -2.74343 1.00899 -0.035 -0.036 0.011
C 2.85799 -4.39031 -0.31338 -0.050 -0.017 0.028
C -1.96776 3.73985 -3.49425 -0.054 0.023 -0.016
H 3.30083 -6.37570 0.30315 0.001 -0.004 0.004
O 1.47875 0.21886 1.91513 -0.060 0.101 -0.134
H 4.89037 -2.42810 -2.20506 0.001 -0.001 0.002
C 5.33042 -4.43304 -1.56951 0.041 -0.010 -0.019
C 4.55434 -3.29482 -1.65674 0.030 0.025 -0.025
C -3.23899 4.30783 -3.45168 0.024 -0.005 0.090
H 5.52453 -6.44397 -0.80837 0.007 -0.006 0.001
C -1.81809 3.74053 1.68004 -0.024 0.018 0.030
F -0.90770 5.07930 -6.72075 -0.057 -0.012 0.070
H -2.80966 3.36128 1.93639 0.000 -0.004 0.007
H -2.45200 -2.11053 0.18591 0.008 0.016 -0.004
C -1.67420 4.82412 -5.65311 -0.042 0.042 -0.045
F -4.02293 4.15072 -2.37733 0.056 0.001 -0.075
H 2.42681 0.22218 4.51019 -0.007 -0.009 0.001
C 3.79056 0.11411 1.34591 0.026 -0.026 0.010
Sn 0.41032 -0.29165 -0.36332 0.042 0.350 0.141
H -1.79090 4.81730 1.87297 0.004 0.000 -0.001
N -5.13498 -2.51717 -4.46035 -0.007 0.002 -0.011
H 1.89055 -4.36426 0.16541 0.009 -0.002 -0.001
H 3.66772 -2.11981 2.96358 0.003 0.002 -0.001
H -1.98061 2.83385 4.27278 -0.006 -0.001 -0.002
C -2.56832 -2.50019 -4.42385 -0.036 0.075 0.018
H -0.24606 2.78021 4.60435 0.002 -0.008 -0.011
C 4.90613 -5.55734 -0.86590 -0.001 0.010 -0.002
H -3.96766 -1.83933 2.84966 0.003 -0.003 -0.004
C -3.14042 -1.15135 2.65158 -0.017 -0.031 0.023
H -3.42308 -0.47635 1.84316 -0.001 0.011 -0.011
H -0.48550 -3.31253 3.13400 0.008 -0.005 -0.009
H 6.29418 -4.44267 -2.06752 0.006 -0.003 0.000
C -1.20077 4.03375 -4.62198 0.010 -0.022 0.002
C -2.65743 1.75154 -1.66531 -0.030 -0.022 -0.010
H -3.20661 1.35563 -2.51664 0.014 0.008 -0.006
H -1.01736 4.32587 4.20242 0.004 0.006 0.007
H -1.25037 -2.24250 4.31893 0.003 0.015 -0.001
C -1.01307 3.25315 3.98819 0.001 0.018 0.022
C -0.75944 2.99961 2.49792 -0.020 -0.039 -0.067
F 0.03713 3.55082 -4.73421 -0.069 0.017 0.021
O -0.89255 1.63687 2.17350 0.056 0.000 0.025
H 2.40858 -2.25828 1.71654 -0.003 0.017 0.002
C -1.41997 -2.81871 3.40709 0.012 -0.025 0.009
N 2.52074 -2.13739 -1.08540 0.003 0.149 -0.047
H 3.84740 1.19795 1.22287 -0.013 0.009 -0.009
C -3.97718 -2.51045 -4.44494 -0.077 -0.018 -0.007
H 3.08971 1.56175 3.56164 -0.007 0.015 -0.017
C 0.63192 3.50823 2.11243 0.002 0.011 0.006
Ge -0.04322 0.24349 3.08278 -0.144 -0.013 0.039
H -2.17362 -3.58392 3.61227 -0.009 -0.003 0.010
H -2.87326 -3.51201 1.18819 -0.001 0.012 -0.003
C 3.29548 -3.25392 -1.01925 0.020 0.029 -0.022
C -3.73843 5.08573 -4.48122 -0.001 0.018 -0.050
N -1.44681 -1.32254 -2.44463 0.041 -0.091 -0.141
F -4.96730 5.61269 -4.39695 0.068 -0.026 -0.011
H -1.65137 3.57233 0.61580 0.027 -0.005 -0.021
O 1.34091 -2.14149 -0.39695 -0.097 -0.049 0.050
H 4.12525 0.19402 4.00378 0.002 0.000 0.004
H 3.54763 -0.32026 0.37950 0.010 -0.023 0.003
H -2.19363 0.91791 -1.14195 -0.014 -0.005 0.021
H 0.82447 3.29184 1.06071 -0.008 0.004 -0.017
H -1.18916 -3.22957 0.69690 0.009 0.007 0.008
O 2.09620 -0.01558 -1.60024 0.027 -0.072 0.059
H 1.95449 -1.97540 3.40340 -0.011 -0.008 0.013
H -3.30468 2.30296 -0.99133 0.005 -0.002 0.001
S -1.25657 2.74785 -2.22536 0.009 -0.020 0.007
C 2.69511 -1.74373 2.63304 0.038 -0.012 0.011
N 2.95228 -1.03207 -1.76176 0.053 -0.177 0.016
C -1.86876 -1.90781 2.26275 -0.052 0.039 -0.064
C 3.66083 -5.51245 -0.24593 -0.024 -0.033 0.022
C 2.74458 -0.23439 2.39790 -0.020 -0.019 -0.020
C -1.91734 -1.86381 -3.35440 -0.060 0.048 0.125
```
Forces are in eV/Å.

Values from the calculation:
net charge = -2
spin multiplicity = 2
relative energy (zero: lowest compared OMol25 entry of this formula, charge and spin) = 8.5 kcal per mole
E = -4964.78089 hartree
orbital gap (spin up / spin down) = 4.370 / 6.205 eV
<S²> = 0.77
molar mass = 852.01 Da